# 1
ORCA calculation (ωB97M-V/def2-TZVPD) on C23H31N3O4S in the gas phase at a distorted geometry.

Last column: Mulliken charge in e.
CARTESIAN COORDINATES (ANGSTROEM)
1 C 0.618 4.922 0.469  -0.8556
2 H 1.472 4.838 -0.195  0.2139
3 H 0.786 4.274 1.324  0.2593
4 H 0.539 5.951 0.812  0.4121
5 C -0.653 4.534 -0.282  -1.2024
6 N -0.721 3.130 -0.642  0.1509
7 S 0.368 2.683 -1.824  1.0899
8 O 0.651 3.856 -2.588  -0.7319
9 O -0.139 1.543 -2.528  -0.7284
10 N 1.739 2.290 -0.937  0.3352
11 C 2.993 2.750 -1.505  -1.0983
12 C 3.460 1.861 -2.656  -0.5248
13 C 3.563 0.412 -2.189  -1.3595
14 C 2.211 -0.043 -1.629  1.2901
15 C 2.322 -1.456 -1.072  -0.1138
16 O 3.081 -1.745 -0.169  -0.7025
17 N 1.531 -2.354 -1.692  -0.0875
18 H 0.854 -2.034 -2.366  0.3173
19 C 1.447 -3.745 -1.286  -1.4784
20 C 0.105 -4.045 -0.674  0.6576
21 C -0.146 -3.685 0.644  -0.2624
22 C -1.378 -3.926 1.232  0.7671
23 C -2.375 -4.525 0.469  -0.5305
24 C -2.140 -4.878 -0.847  -0.6342
25 C -0.902 -4.641 -1.420  -0.6441
26 H -0.716 -4.927 -2.446  0.3864
27 H -2.921 -5.345 -1.428  0.3992
28 H -3.341 -4.717 0.914  0.4390
29 C -1.643 -3.542 2.654  -1.3866
30 H -2.181 -4.334 3.172  0.4405
31 H -2.257 -2.643 2.682  0.0961
32 H -0.713 -3.342 3.181  0.3899
33 H 0.641 -3.214 1.215  0.4002
34 H 1.622 -4.382 -2.160  0.4496
35 H 2.249 -3.898 -0.560  0.4468
36 C 1.788 0.910 -0.503  -1.2742
37 H 0.796 0.645 -0.133  0.0400
38 H 2.504 0.835 0.322  0.4925
39 H 1.456 0.004 -2.417  0.5096
40 H 3.856 -0.234 -3.019  0.4267
41 H 4.318 0.319 -1.404  0.3318
42 H 4.426 2.214 -3.021  0.4317
43 H 2.731 1.938 -3.466  0.3643
44 H 2.830 3.769 -1.855  0.5029
45 H 3.734 2.755 -0.699  0.4295
46 C -1.289 2.207 0.250  0.2844
47 C -1.493 2.511 1.593  -0.8071
48 C -2.114 1.616 2.450  -1.0041
49 C -2.534 0.378 1.988  0.7138
50 C -2.316 0.057 0.648  -0.3302
51 C -1.721 0.958 -0.207  -0.1902
52 H -1.584 0.704 -1.244  0.5767
53 H -2.639 -0.908 0.289  0.5078
54 O -3.160 -0.570 2.747  -0.4744
55 C -3.425 -0.279 4.098  -1.0490
56 H -3.938 -1.155 4.493  0.2529
57 H -2.501 -0.118 4.663  0.3782
58 H -4.073 0.596 4.200  0.4175
59 H -2.257 1.907 3.478  0.4181
60 H -1.181 3.458 2.000  0.3540
61 H -0.694 5.088 -1.222  0.4675
62 H -1.547 4.774 0.299  0.6290

Cartesian forces, eV/Å:
-0.25 0.02 -0.02
0.14 0.07 0.02
0.07 -0.03 0.10
0.04 0.10 0.04
0.24 0.62 0.00
0.37 0.01 -1.06
-0.13 0.05 0.55
0.19 0.20 0.19
-0.03 -0.11 0.21
-0.69 0.42 -0.55
0.32 0.36 -0.53
0.09 -0.04 0.27
-0.15 0.02 -0.15
0.29 -0.11 0.29
-0.13 0.50 -0.43
0.26 0.00 0.38
-0.29 -0.33 -0.29
0.11 0.10 0.07
0.06 -0.02 0.04
0.03 -0.09 -0.11
-0.09 -0.06 -0.03
0.07 -0.01 -0.01
0.00 0.00 -0.05
-0.13 -0.01 -0.02
0.13 0.02 0.01
0.04 -0.04 -0.11
-0.07 -0.04 -0.04
-0.10 -0.03 0.05
-0.06 0.05 0.00
-0.01 -0.05 0.09
0.00 0.03 0.09
0.04 0.02 0.09
0.12 0.06 0.11
0.02 0.01 0.14
-0.08 -0.05 -0.15
-0.28 -0.66 0.13
0.17 -0.16 0.16
-0.10 0.01 -0.03
0.12 -0.10 0.07
0.06 -0.03 0.04
0.04 -0.05 0.00
-0.02 0.03 -0.06
0.06 0.04 -0.11
0.24 0.00 0.11
-0.07 0.02 0.00
-0.31 -0.65 0.44
0.17 0.13 -0.36
-0.20 -0.29 0.20
0.07 0.06 -0.06
-0.03 0.02 0.24
-0.17 -0.09 0.10
-0.10 -0.07 -0.01
-0.05 -0.14 -0.07
0.04 0.08 -0.34
-0.02 0.03 0.17
0.03 0.08 0.02
-0.03 0.01 -0.02
0.03 -0.02 0.00
-0.03 0.00 0.09
0.06 0.12 0.01
-0.14 0.11 0.24
0.04 -0.11 -0.11

Properties
Spin multiplicity: 1
Relative energy (zero: lowest compared OMol25 entry of this formula, charge and spin): 41.7 kcal/mol

---

# 2
ORCA calculation (ωB97M-V/def2-TZVPD) on C23H31N3O5 in the gas phase.

Last column: Mulliken charge in e.
CARTESIAN COORDINATES (ANGSTROEM)
1 C 0.056 3.636 -0.293  -1.3930
2 C -0.207 2.148 -0.469  0.0209
3 H 0.351 1.743 -1.316  0.3783
4 H 0.061 1.605 0.444  0.1474
5 O -1.572 1.888 -0.778  -0.3584
6 C -2.420 1.836 0.273  0.6664
7 O -2.068 1.985 1.425  -0.6700
8 N -3.698 1.615 -0.100  0.1567
9 C -4.088 1.244 -1.444  -0.8571
10 H -3.191 1.193 -2.058  0.2959
11 C -4.809 -0.114 -1.442  -1.1550
12 C -4.478 -0.888 -0.161  -0.3563
13 N -3.040 -1.073 0.005  0.3056
14 C -2.156 -1.280 -1.018  0.3601
15 O -2.415 -1.394 -2.196  -0.7110
16 C -0.812 -1.333 -0.389  0.3992
17 C 0.437 -1.411 -0.971  -0.9746
18 C 1.552 -1.374 -0.138  0.7164
19 C 1.396 -1.312 1.246  -0.4046
20 C 0.137 -1.255 1.827  -1.5308
21 C -0.960 -1.245 0.991  0.4903
22 C -2.422 -1.141 1.324  -0.1787
23 O -2.923 -2.202 2.088  -0.5944
24 H -2.687 -3.038 1.668  0.4360
25 H -2.618 -0.239 1.914  0.4059
26 H 0.018 -1.207 2.898  0.5044
27 H 2.268 -1.329 1.884  0.6936
28 C 2.909 -1.423 -0.771  0.1588
29 O 3.160 -2.127 -1.728  -0.7041
30 N 3.813 -0.604 -0.189  0.0456
31 H 3.519 0.003 0.558  0.3282
32 C 5.174 -0.466 -0.662  -0.3399
33 C 5.429 0.945 -1.205  -0.9869
34 C 5.439 1.991 -0.092  -0.4869
35 C 6.471 1.630 0.972  -0.7046
36 C 6.182 0.249 1.552  -0.5394
37 C 6.173 -0.806 0.449  -0.9524
38 H 7.169 -0.870 0.006  0.3931
39 H 5.928 -1.785 0.865  0.3770
40 H 6.941 -0.009 2.294  0.3464
41 H 5.217 0.263 2.066  0.2525
42 H 6.464 2.377 1.768  0.3526
43 H 7.467 1.629 0.522  0.3222
44 H 5.672 2.969 -0.517  0.3293
45 H 4.449 2.062 0.366  0.2356
46 H 6.396 0.949 -1.710  0.4084
47 H 4.663 1.188 -1.944  0.3804
48 H 5.269 -1.192 -1.476  0.4494
49 H 0.555 -1.488 -2.041  0.6063
50 C -5.089 -0.103 1.008  -0.9216
51 C -4.710 1.391 0.910  -0.9881
52 H -4.316 1.763 1.856  0.3973
53 H -5.586 1.987 0.637  0.3772
54 H -6.173 -0.210 0.944  0.5429
55 H -4.778 -0.535 1.957  0.4673
56 H -4.952 -1.880 -0.207  0.5141
57 H -5.892 0.023 -1.468  0.5211
58 H -4.511 -0.683 -2.320  0.4830
59 H -4.745 2.022 -1.850  0.4976
60 H -0.496 4.007 0.566  0.3331
61 H -0.259 4.180 -1.180  0.3237
62 H 1.118 3.804 -0.131  0.3874

Cartesian forces, eV/Å:
-0.26 -0.36 -0.05
0.51 0.14 0.27
-0.06 0.01 0.11
0.01 0.01 -0.19
-0.41 -0.05 -0.05
-0.01 0.20 -0.16
0.30 0.03 0.36
-0.06 0.23 -0.10
0.01 -0.02 -0.38
-0.18 0.01 0.02
0.11 -0.10 -0.04
-0.53 -0.24 -0.17
0.04 0.00 0.27
0.03 -0.07 -0.04
0.11 -0.05 -0.24
0.42 0.05 0.52
-0.08 -0.03 0.05
-0.23 -0.14 -0.07
-0.01 0.02 -0.02
-0.13 0.03 -0.01
0.02 -0.05 -0.50
0.00 0.31 0.01
-0.11 -0.32 0.30
0.04 0.04 -0.03
-0.01 -0.15 -0.17
0.02 0.00 0.13
0.10 0.00 0.04
-0.11 0.07 0.16
-0.08 -0.14 -0.26
0.24 0.32 0.30
-0.16 -0.08 -0.08
0.36 -0.21 -0.31
-0.22 -0.03 0.09
0.32 -0.03 -0.15
-0.30 0.04 0.18
0.32 -0.01 -0.18
-0.21 0.00 0.06
0.08 -0.03 -0.02
0.05 -0.05 -0.07
-0.09 -0.02 0.08
-0.06 -0.01 0.11
0.09 0.03 -0.01
0.09 0.03 0.00
-0.12 0.04 0.03
-0.08 0.08 0.03
0.06 0.01 -0.06
0.04 -0.04 -0.08
-0.01 0.15 0.16
0.03 -0.02 -0.14
0.23 -0.03 -0.06
-0.02 0.10 0.30
-0.15 0.00 -0.12
0.03 0.00 0.06
0.02 -0.07 0.00
-0.07 0.01 0.05
0.05 0.20 0.01
-0.04 -0.03 0.05
-0.13 0.09 0.04
0.07 -0.05 -0.05
0.00 0.06 0.07
0.02 0.08 -0.09
0.14 0.05 0.02

Properties
Spin multiplicity: 1
Relative energy (zero: lowest compared OMol25 entry of this formula, charge and spin): 0.0 kcal/mol

---

# 3
ORCA calculation (ωB97M-V/def2-TZVPD) on 2 unconnected molecules or ions with the total composition C23H31OSi at a distorted geometry.

Last column: Mulliken charge in e.
CARTESIAN COORDINATES (ANGSTROEM)
1 C -2.819 1.020 3.136  -1.1481
2 C -1.675 1.020 2.104  -0.1186
3 C -2.240 1.483 0.790  -0.1242
4 C -1.266 2.095 -0.299  0.8446
5 C -2.183 3.159 -0.875  -1.4394
6 O -3.456 1.628 0.604  -0.6652
7 Si -4.217 -2.495 -0.436  0.6616
8 C -5.624 -1.735 0.825  -0.9528
9 C -4.031 -1.464 -2.164  -0.5841
10 C -2.429 -2.759 0.464  -0.5449
11 H -2.481 0.998 4.176  0.4207
12 H -3.407 1.929 2.994  0.3385
13 H -3.476 0.169 2.939  0.0941
14 H -0.847 1.671 2.469  0.3554
15 H -1.234 0.002 2.049  0.1289
16 H -0.360 2.567 0.140  0.6475
17 H -1.916 4.104 -0.397  0.3159
18 H -2.250 3.224 -1.986  0.2630
19 H -3.212 2.874 -0.551  0.3500
20 H -6.388 -2.563 0.746  0.3773
21 H -5.285 -1.605 1.876  0.3034
22 H -6.045 -0.748 0.552  0.3415
23 H -3.840 -2.289 -2.906  0.3737
24 H -4.983 -0.964 -2.485  0.3931
25 H -3.223 -0.711 -2.146  -0.0258
26 H -2.026 -3.662 -0.076  0.3491
27 H -1.717 -1.914 0.454  -0.0634
28 H -2.580 -3.062 1.529  0.3996
29 C -0.241 2.486 -3.508  -0.1881
30 C 0.747 3.100 -4.361  0.7385
31 C 0.325 3.980 -5.377  -0.5273
32 C 1.251 4.628 -6.179  -0.5387
33 C 2.630 4.403 -5.991  -0.3942
34 C 3.064 3.526 -4.980  -0.6746
35 C 2.136 2.891 -4.163  -0.4113
36 C 0.121 1.952 -2.312  -0.9384
37 C -0.775 1.221 -1.354  1.0521
38 C 0.024 0.015 -0.903  0.4728
39 C 0.022 -1.127 -1.700  -0.0713
40 C 0.842 -2.205 -1.389  -0.7983
41 C 1.685 -2.140 -0.256  -0.5757
42 C 1.781 -0.953 0.463  -0.7623
43 C 0.969 0.141 0.151  -0.3306
44 H -1.293 2.502 -3.832  0.3427
45 H -0.748 4.146 -5.486  0.3349
46 H 0.901 5.319 -6.948  0.3623
47 H 3.357 4.912 -6.621  0.3717
48 H 4.133 3.346 -4.828  0.3601
49 H 2.491 2.228 -3.368  0.2902
50 H 1.192 2.049 -1.994  0.1902
51 H -1.657 0.864 -1.929  -0.6873
52 H -0.638 -1.137 -2.590  0.4025
53 H 0.807 -3.090 -2.025  0.4460
54 H 2.272 -3.006 0.040  0.4443
55 H 2.493 -0.850 1.291  0.3974
56 H 1.076 1.095 0.670  0.4009

Cartesian forces, eV/Å:
0.11 0.06 -0.06
-0.35 -0.44 1.23
-0.24 0.97 -0.68
-1.22 1.47 1.62
-0.98 0.95 -0.74
1.86 -2.12 1.34
1.87 5.76 1.74
0.17 -1.88 -0.80
-1.40 -2.17 -0.05
-1.60 -2.26 -0.33
0.11 -0.18 -0.23
-0.03 -0.14 0.15
-0.04 0.12 0.20
-0.47 -0.23 -0.66
-0.10 0.54 -0.29
-0.74 -0.27 0.38
-0.25 0.23 -0.56
0.64 0.20 0.90
0.99 0.95 -0.80
0.18 1.17 0.56
0.22 -0.70 -0.76
0.33 -0.73 -0.69
0.18 1.10 0.27
0.72 -0.59 0.60
-0.06 -0.69 0.49
0.23 0.98 0.61
-0.62 -0.03 -0.72
-0.13 0.18 -0.87
0.04 -1.03 1.96
1.10 0.85 -0.83
0.21 -0.52 0.54
0.71 0.05 -0.07
-0.55 -0.19 0.27
-0.22 0.34 -0.29
-0.44 0.14 -0.30
0.26 0.83 -1.12
0.11 -1.99 -1.75
0.88 0.39 0.48
-0.32 -0.04 -0.03
0.19 -0.09 0.59
-0.40 -0.07 -0.70
-0.08 0.40 0.38
-0.61 -0.65 -0.92
0.52 -0.18 0.10
0.27 0.04 -0.13
0.20 -0.20 0.19
-0.18 -0.13 0.12
-0.40 0.10 -0.08
-0.13 0.20 -0.48
-1.20 -0.14 -0.19
0.33 0.02 0.13
0.49 -0.11 0.55
0.14 0.13 0.28
-0.01 0.21 -0.17
-0.27 -0.20 -0.36
-0.03 -0.40 -0.01

Properties
Spin multiplicity: 1
Charge: +1
Relative energy (zero: lowest compared OMol25 entry of this formula, charge and spin): 100.5 kcal/mol

---

# 4
ORCA calculation (ωB97M-V/def2-TZVPD) on a molecular structure, C23H32AsCl5KN13 at a distorted geometry.

Last column: Mulliken charge in e.
CARTESIAN COORDINATES (ANGSTROEM)
1 K 0.196 -1.290 0.567  0.5652
2 N 1.571 -2.294 -1.527  -0.2571
3 C 2.307 -1.465 -2.466  -0.1787
4 C 1.462 -0.320 -2.993  -1.0125
5 N 0.961 0.681 -2.037  1.6121
6 C 1.829 1.870 -1.992  -2.7221
7 C 2.318 2.733 0.370  -1.1383
8 N 1.004 2.357 0.848  0.1639
9 C -0.381 1.109 -2.463  -0.5435
10 C -1.515 0.111 -2.278  -0.9762
11 N -1.732 -0.189 -0.885  -0.0990
12 H 2.166 -2.984 -1.085  0.2043
13 H 0.811 -2.802 -1.966  0.2067
14 H 2.658 -2.021 -3.352  0.4969
15 H 3.193 -1.092 -1.962  -0.4920
16 H 0.597 -0.770 -3.490  0.5777
17 H 2.029 0.185 -3.792  0.1919
18 H 1.183 2.744 -1.877  0.8792
19 H 2.317 2.001 -2.972  0.4601
20 H 2.278 3.802 0.159  -0.0759
21 H 3.025 2.612 1.194  0.3564
22 H 0.274 2.400 0.149  -0.4224
23 H 0.977 1.443 1.273  0.3116
24 H -0.366 1.421 -3.525  0.1592
25 H -0.648 2.000 -1.888  0.0095
26 H -1.297 -0.828 -2.799  0.4601
27 H -2.393 0.545 -2.789  0.4588
28 H -2.412 -0.919 -0.709  0.2696
29 H -1.991 0.623 -0.333  -0.1430
30 N -2.204 -2.080 3.103  -0.2551
31 C -1.526 -2.824 2.106  0.3445
32 N -0.314 -3.347 2.263  -0.3854
33 N -0.037 -3.903 1.080  -0.3198
34 N -1.042 -3.715 0.260  -0.2891
35 N -2.003 -3.031 0.880  -0.2675
36 C -2.463 -0.729 2.809  0.5007
37 N -3.614 -0.130 3.093  -0.8701
38 N -3.432 1.131 2.644  -0.5650
39 N -2.247 1.246 2.127  0.3463
40 N -1.595 0.076 2.214  -0.3905
41 H -3.076 -2.519 3.364  0.3459
42 Cl 3.075 -0.163 0.813  -0.0876
43 C 3.734 0.816 -0.494  -1.2824
44 C 2.942 2.044 -0.903  3.0900
45 C 3.989 2.983 -1.502  -1.0363
46 Cl 3.476 4.647 -1.769  -0.2465
47 C 5.147 2.562 -2.076  0.5442
48 Cl 6.126 3.687 -2.993  -0.2525
49 C 5.629 1.246 -1.948  -0.4755
50 Cl 6.927 0.634 -2.920  -0.2820
51 C 4.916 0.434 -1.047  0.5642
52 Cl 5.639 -1.096 -0.602  -0.1939
53 C -4.165 3.419 0.109  -1.4059
54 As -2.252 3.846 0.159  0.6089
55 C -2.154 4.372 2.044  -1.2530
56 C -2.418 5.684 -0.586  -1.1519
57 C -1.226 6.574 -0.346  0.4409
58 C 0.060 6.078 -0.152  0.8424
59 C 1.132 6.934 0.069  -0.8071
60 C 0.939 8.306 0.103  -0.5541
61 C -0.338 8.817 -0.087  -0.5612
62 C -1.401 7.958 -0.309  -0.4916
63 H -4.751 4.238 0.531  0.4046
64 H -4.309 2.520 0.707  0.3908
65 H -4.474 3.235 -0.921  0.3633
66 H -2.607 5.357 2.177  0.4304
67 H -1.111 4.389 2.355  0.2869
68 H -2.677 3.613 2.619  0.4947
69 H -3.308 6.152 -0.153  0.4008
70 H -2.598 5.580 -1.661  0.4248
71 H 0.251 5.011 -0.155  -0.1826
72 H 2.119 6.513 0.209  0.3807
73 H 1.774 8.972 0.282  0.3753
74 H -0.509 9.887 -0.052  0.3488
75 H -2.398 8.362 -0.451  0.3550

Cartesian forces, eV/Å:
0.54 0.91 -0.04
-0.04 -0.21 -0.10
0.12 -0.04 -0.09
-0.12 0.07 -0.10
-0.04 -0.11 -0.08
0.05 0.00 -0.07
0.07 0.04 -0.06
0.02 -0.02 0.04
0.03 0.12 0.00
-0.09 -0.07 -0.17
-0.15 0.15 0.12
0.00 0.03 0.03
-0.01 -0.02 -0.02
0.00 0.04 0.04
0.00 0.06 0.00
0.00 -0.03 0.03
0.03 -0.02 0.02
0.02 0.04 -0.01
0.03 -0.07 0.06
0.01 -0.06 -0.03
0.01 -0.01 -0.04
0.00 0.03 -0.01
-0.01 -0.04 0.03
0.01 0.00 0.02
-0.02 -0.04 0.02
-0.01 0.02 0.01
0.06 -0.01 0.02
-0.01 -0.04 -0.06
0.01 0.02 -0.01
-0.10 -0.05 0.08
-0.20 0.05 0.20
-0.05 -0.16 0.22
0.06 -0.37 0.10
-0.12 -0.22 -0.19
-0.16 -0.07 -0.08
-0.18 -0.12 -0.07
0.14 0.16 -0.06
-0.05 -0.18 0.15
-0.12 0.03 -0.18
0.24 -0.07 0.05
0.00 -0.03 0.03
0.13 0.17 0.03
-0.14 -0.15 0.10
0.04 0.11 0.09
-0.13 0.08 0.02
0.01 0.08 0.06
0.10 0.07 -0.14
-0.03 -0.03 0.01
-0.13 0.04 0.15
0.07 -0.04 -0.07
0.11 -0.04 -0.07
-0.02 -0.01 0.01
0.06 0.08 -0.07
0.06 -0.14 0.14
0.03 0.10 -0.14
-0.06 -0.05 -0.01
-0.03 0.02 -0.01
0.10 -0.01 0.01
-0.01 -0.03 -0.04
0.04 0.03 0.01
-0.01 0.05 0.01
-0.05 0.00 0.03
-0.03 -0.01 0.00
-0.01 -0.01 0.02
-0.03 0.01 0.02
0.00 -0.01 0.05
-0.01 0.01 0.00
-0.02 0.00 0.02
0.00 -0.02 -0.04
0.01 0.01 0.02
-0.08 -0.03 -0.02
0.03 0.00 0.01
0.00 -0.01 -0.01
0.01 0.00 -0.01
0.00 0.00 0.01

Properties
Spin multiplicity: 1
Charge: -2
Relative energy (zero: lowest compared OMol25 entry of this formula, charge and spin): 14.5 kcal/mol